No. 1
The following is a quantum chemistry calculation of C18H37N4OPdSSi3 as an isolated structure, from the Open Molecules 2025 dataset.

Each line ends with the Löwdin charge.
Positions of all 65 atoms, in Å:
Pd  0.07  0.83  -0.65  0.5944
S  -1.29  4.36  -2.61  0.5460
Si  -1.86  0.33  1.58  0.3332
Si  0.74  -1.45  1.32  0.3297
Si  -1.66  -1.73  -0.72  0.2608
O  -2.00  -0.69  -1.98  -0.3022
N  0.92  2.56  -1.31  -0.0794
N  -1.58  4.62  0.03  0.0648
N  0.32  3.57  -0.60  -0.0564
N  2.19  0.60  -2.71  0.1079
C  2.59  2.57  0.52  -0.0716
C  -3.15  1.23  0.53  -0.1912
C  -0.97  1.67  2.59  -0.1955
C  4.69  -0.33  -1.97  -0.0898
C  -2.86  -0.52  2.95  -0.1881
C  1.98  2.01  -0.74  -0.3745
C  -0.75  -3.21  -1.44  -0.1664
C  -2.66  -1.09  -3.15  -0.1603
C  4.10  -0.80  -3.13  -0.0884
C  1.96  -2.20  0.09  -0.1830
C  0.45  -2.81  2.62  -0.1953
C  -0.81  -0.83  0.62  -0.5216
C  2.84  -0.28  -3.45  -0.1549
C  4.02  0.60  -1.19  -0.0405
C  -0.83  4.16  -1.03  -0.9683
C  -3.31  -2.48  -0.19  -0.1712
C  2.75  1.03  -1.57  -0.2641
C  1.75  -0.25  2.37  -0.1825
H  -3.13  -0.21  -3.60  0.0805
H  -4.05  -1.72  0.08  0.0132
H  -2.71  1.70  -0.35  0.0110
H  4.57  -1.54  -3.76  0.0897
H  3.05  3.54  0.32  0.0940
H  1.91  0.69  1.88  -0.0260
H  -3.93  0.56  0.18  0.0153
H  -1.43  -3.76  -2.09  0.0253
H  -3.43  0.22  3.53  0.0208
H  2.95  -2.29  0.56  0.0257
H  -2.47  4.99  -0.27  0.0690
H  0.11  -2.89  -2.03  0.0277
H  0.45  3.59  0.41  0.1006
H  -0.06  -3.68  2.21  0.0164
H  -0.58  1.25  3.52  0.0190
H  -2.18  -1.03  3.64  0.0123
H  1.29  -0.07  3.34  0.0220
H  2.06  -1.56  -0.79  0.0053
H  1.67  -3.20  -0.24  0.0084
H  1.84  2.71  1.30  0.0477
H  -3.15  -3.10  0.70  0.0290
H  -1.64  4.01  0.83  0.0695
H  3.34  1.91  0.94  0.0555
H  -1.68  2.45  2.87  0.0217
H  5.67  -0.69  -1.67  0.1001
H  -1.95  -1.51  -3.88  0.0797
H  -3.56  -1.26  2.57  0.0120
H  4.49  0.98  -0.30  0.0942
H  -3.44  -1.83  -2.96  0.0694
H  -0.40  -3.90  -0.66  0.0215
H  -3.76  -3.12  -0.96  0.0158
H  2.34  -0.60  -4.36  0.1018
H  -0.13  2.14  2.06  -0.0179
H  1.39  -3.14  3.07  0.0183
H  -3.65  2.00  1.14  0.0214
H  2.73  -0.71  2.56  0.0301
H  -0.19  -2.42  3.42  0.0085

Computed properties:
LUMO energy in Ha: 0.1061
Net charge: -1
Spin multiplicity: 1

---

No. 2
The following is a quantum chemistry calculation of a 6-piece molecular cluster, C18H37NO23S6 overall, from the Open Molecules 2025 dataset.

Each line ends with the Löwdin charge.
Positions of all 85 atoms, in Å:
S  7.36  -3.89  6.24  0.6307
S  1.75  1.37  -1.74  0.6033
S  1.76  -4.29  0.22  0.6584
S  1.28  -3.57  3.75  0.7191
S  -1.08  -0.07  4.44  0.6419
S  -1.78  2.79  -1.05  0.8373
O  1.78  -3.72  5.29  -0.1985
O  1.37  2.03  -0.31  -0.2355
O  3.35  1.28  -1.51  -0.1826
O  7.09  -4.90  7.21  -0.2231
O  0.05  -4.62  3.83  -0.1765
O  1.50  2.33  -2.76  -0.2197
O  -3.25  0.99  -4.89  0.0997
O  -0.30  -0.74  3.20  -0.3048
O  -4.06  3.48  -6.93  -0.1065
O  0.78  -5.22  0.67  -0.2066
O  6.72  -4.35  4.82  -0.1875
O  -2.05  2.41  -6.14  0.0187
O  -1.86  1.08  3.60  -0.1875
O  6.37  -2.64  6.52  -0.1902
O  2.70  -3.68  1.10  -0.2580
O  -2.05  -1.00  4.91  -0.2212
O  0.73  -2.25  3.57  -0.2256
O  2.57  -4.95  -1.02  -0.1845
O  2.29  -4.11  2.89  -0.2782
O  1.22  0.04  -1.77  -0.2330
O  -0.13  0.56  5.29  -0.2219
O  1.00  -3.13  -0.62  -0.1911
O  8.66  -3.38  5.99  -0.2249
N  -1.57  2.03  -3.68  0.0050
C  -2.79  3.63  -6.30  -0.1999
C  -6.05  4.61  -5.79  -0.1949
C  -2.38  5.11  -2.61  -0.1668
C  -1.35  1.13  2.27  -0.1846
C  0.18  -5.41  5.01  -0.1632
C  0.83  -4.49  6.03  -0.1678
C  -0.88  -0.29  1.97  -0.1390
C  -7.38  4.08  -5.05  -0.1198
C  5.67  -2.31  5.31  -0.1687
C  3.71  2.09  -0.40  -0.1631
C  -2.31  1.78  -4.91  -0.4546
C  1.53  -3.07  -1.95  -0.1863
C  -5.11  3.31  -5.95  -0.2300
C  -2.43  4.52  -1.10  -0.5101
C  -2.40  1.78  -2.47  -0.4619
C  2.01  -4.48  -2.25  -0.1697
C  2.52  2.03  0.54  -0.1643
C  5.50  -3.63  4.59  -0.1678
H  -1.81  5.21  -0.46  0.0828
H  -5.77  2.46  -6.31  0.1333
H  -4.74  3.07  -4.90  0.1125
H  -3.54  4.57  -0.81  0.0776
H  2.49  2.87  1.23  0.1402
H  -1.72  -0.94  1.73  0.1417
H  -0.52  1.84  2.24  0.1250
H  -3.50  2.02  -2.60  0.0969
H  0.10  -3.81  6.46  0.1345
H  -7.47  4.52  -4.00  0.0707
H  2.52  1.09  1.11  0.1347
H  1.17  -5.13  -2.51  0.1328
H  -2.93  4.36  -3.25  0.0260
H  -2.29  0.69  -2.15  0.1027
H  -5.51  5.28  -5.05  0.0991
H  -2.94  4.22  -5.34  0.1236
H  -0.82  1.32  -3.64  0.1151
H  2.36  -2.36  -1.95  0.1219
H  5.34  -3.50  3.52  0.1379
H  -2.13  1.45  1.57  0.0953
H  -1.31  5.26  -2.96  0.0889
H  -0.15  -0.32  1.16  0.1323
H  2.75  -4.51  -3.04  0.1359
H  0.83  -6.26  4.78  0.1346
H  -8.27  4.36  -5.69  0.0690
H  4.68  -4.21  5.01  0.1255
H  1.33  -5.04  6.83  0.1359
H  6.30  -1.62  4.74  0.1321
H  -6.26  5.12  -6.77  0.1090
H  0.77  -2.73  -2.65  0.1348
H  -7.36  2.95  -4.92  0.0720
H  4.72  -1.83  5.53  0.1358
H  -0.79  -5.78  5.34  0.1372
H  -2.17  4.29  -6.99  0.1545
H  -2.96  6.08  -2.69  0.0792
H  4.63  1.73  0.07  0.1392
H  3.88  3.11  -0.76  0.1356

Computed properties:
LUMO energy in Ha: 0.0006
Structure (SMILES): CCCOCOC(=O)NCSCC.O=S1(=O)OCCO1.O=S1(=O)OCCO1.O=S1(=O)OCCO1.O=S1(=O)OCCO1.O=S1(=O)OCCO1
Net charge: 0
Spin multiplicity: 1

---

No. 3
The following is a quantum chemistry calculation of a 6-piece molecular cluster, C18H37O21S5 overall, from the Open Molecules 2025 dataset.

Each line ends with the Löwdin charge.
Positions of all 81 atoms, in Å:
S  -6.40  -0.13  -4.62  0.6121
S  -3.01  -1.52  -4.16  0.6309
S  4.54  2.79  -1.61  0.6001
S  -3.03  2.66  0.77  0.5998
S  5.02  0.91  5.12  0.5696
O  -6.08  -1.46  -4.97  -0.2216
O  4.69  2.03  4.31  -0.2291
O  5.70  1.47  6.47  -0.2033
O  -6.76  -0.09  -3.05  -0.1928
O  3.08  3.17  -2.21  -0.1975
O  4.07  -0.07  5.47  -0.2160
O  5.42  3.87  -1.89  -0.2328
O  -7.87  0.25  -5.17  -0.1840
O  -4.16  -2.34  -4.27  -0.2232
O  -5.53  0.95  -4.90  -0.2107
O  -2.80  -0.70  -3.02  -0.2298
O  6.31  0.19  4.52  -0.2044
O  4.14  2.83  -0.06  -0.1796
O  -4.27  1.64  0.71  -0.1869
O  -3.54  3.99  0.83  -0.2274
O  -2.91  -0.62  -5.48  -0.1880
O  -2.47  2.39  -0.70  -0.1835
O  4.84  1.46  -1.97  -0.2102
O  -2.10  2.17  1.71  -0.2185
O  -0.19  -2.90  2.12  -0.1849
O  -1.69  -2.40  -4.41  -0.1714
C  5.20  -2.94  2.16  -0.2384
C  -1.26  -2.25  -5.77  -0.1611
C  -8.02  0.56  -2.87  -0.1678
C  3.61  -0.87  2.03  -0.2149
C  -0.67  -1.70  2.70  -0.2526
C  6.95  0.79  6.68  -0.1838
C  -3.05  1.18  -1.22  -0.1754
C  7.47  0.53  5.28  -0.1770
C  1.21  -0.23  1.65  -0.1960
C  2.16  -0.88  2.66  -0.2035
C  4.00  -2.26  1.43  -0.3708
C  -4.43  1.14  -0.62  -0.1573
C  -1.65  -0.83  -6.13  -0.1551
C  -1.20  -3.84  1.84  -0.1224
C  -0.32  -0.45  1.90  -0.1747
C  2.89  3.48  0.10  -0.1704
C  -8.82  0.21  -4.11  -0.1675
C  2.11  3.14  -1.15  -0.1670
H  1.31  3.85  -1.34  0.1319
H  -1.74  -0.68  -7.20  0.1356
H  -7.84  1.64  -2.80  0.1337
H  -0.33  -1.56  3.74  0.1234
H  4.85  -3.87  2.65  -0.0884
H  2.39  3.14  1.00  0.1319
H  -0.71  -4.82  1.78  0.0852
H  -9.23  -0.80  -4.04  0.1338
H  6.75  -0.14  7.21  0.1304
H  -2.44  0.34  -0.89  0.1210
H  1.70  2.13  -1.09  0.1313
H  1.45  -0.55  0.63  0.1064
H  7.92  1.42  4.84  0.1297
H  -1.64  -3.64  0.85  0.0839
H  -0.73  0.45  2.35  0.0829
H  -0.20  -2.43  -5.85  0.1386
H  5.94  -3.23  1.39  -0.0936
H  -5.12  1.81  -1.15  0.1288
H  3.14  -2.95  1.47  0.0672
H  -0.93  -0.11  -5.72  0.1364
H  4.31  -0.64  2.84  0.0465
H  2.24  -0.33  3.60  0.0880
H  -3.06  1.21  -2.30  0.1084
H  -1.80  -2.97  -6.38  0.1340
H  8.18  -0.29  5.25  0.1323
H  -9.62  0.92  -4.30  0.1344
H  7.62  1.41  7.26  0.1265
H  1.95  -1.94  2.86  0.0919
H  -1.96  -3.92  2.64  0.0809
H  -0.78  -0.58  0.90  0.0970
H  3.60  -0.12  1.23  0.0801
H  3.07  4.56  0.17  0.1318
H  -8.50  0.22  -1.95  0.1367
H  4.28  -2.10  0.38  0.0638
H  1.39  0.85  1.71  0.0925
H  -1.77  -1.73  2.77  0.1075
H  -4.85  0.14  -0.61  0.1363

Computed properties:
LUMO energy in Ha: 0.0495
Net charge: -1
Spin multiplicity: 1

---

No. 4
The following is a quantum chemistry calculation of C18H37O2P3Ti as an isolated structure, from the Open Molecules 2025 dataset.

Each line ends with the Löwdin spin population.
Positions of all 61 atoms, in Å:
Ti  1.31  -1.31  -0.92  0.1987
P  0.32  0.79  -2.49  0.0070
P  -1.37  0.09  0.71  0.0010
P  1.15  -2.41  1.33  -0.0057
O  -0.07  -2.13  -2.09  0.2623
O  2.83  1.09  0.93  0.0154
C  2.22  0.37  0.24  0.0199
C  1.68  -1.41  2.79  -0.0013
C  -1.40  0.58  -3.23  -0.0015
C  -1.43  1.88  0.59  0.0001
C  -1.69  -3.89  -4.81  0.0068
C  -0.77  -3.76  -5.85  0.2029
C  -0.23  -3.53  1.84  -0.0022
C  2.19  -3.15  -1.70  -0.0890
C  -3.09  -0.40  0.27  0.0008
C  0.41  -3.05  -5.63  0.0227
C  0.31  2.51  -1.87  0.0018
C  2.51  -3.60  1.25  0.0004
C  1.26  1.00  -4.08  0.0034
C  0.66  -2.42  -4.41  0.0976
C  3.12  -2.17  -1.19  0.0222
C  -1.43  -3.41  -3.54  0.1168
C  -1.28  -0.13  2.50  -0.0005
C  -0.29  -2.58  -3.34  0.1115
H  0.87  0.33  -4.86  0.0006
H  1.21  -3.06  -6.36  -0.0014
H  -2.61  -4.47  -4.96  -0.0024
H  1.39  -0.36  2.67  0.0001
H  1.15  2.06  -4.39  0.0008
H  -3.83  0.08  0.95  0.0001
H  -0.99  -4.05  -6.88  0.0073
H  -0.68  2.79  -1.52  0.0000
H  1.63  -1.91  -4.24  0.0016
H  -3.35  -0.12  -0.76  0.0000
H  1.01  2.57  -1.04  0.0000
H  1.28  -1.83  3.73  -0.0002
H  -0.42  2.26  0.64  0.0000
H  2.49  -4.09  0.28  -0.0006
H  -2.12  1.28  -2.77  0.0000
H  0.61  3.20  -2.66  0.0002
H  -1.89  2.21  -0.33  0.0000
H  -1.96  2.38  1.40  0.0000
H  -3.19  -1.49  0.37  0.0000
H  2.60  -4.36  2.02  0.0002
H  -1.43  -1.18  2.78  0.0000
H  2.78  -1.38  2.80  0.0001
H  4.10  -2.46  -0.82  -0.0015
H  1.64  -3.95  -1.17  -0.0068
H  2.31  0.76  -3.87  0.0000
H  -1.21  -3.10  1.60  0.0000
H  3.38  -2.95  1.27  0.0001
H  -0.65  -0.99  -0.19  0.0023
H  -0.15  -4.47  1.27  0.0000
H  -2.01  -3.56  -2.60  0.0029
H  3.16  -1.23  -1.81  0.0033
H  2.12  -3.29  -2.78  0.0020
H  -0.28  0.21  2.79  0.0000
H  -1.75  -0.47  -3.09  0.0008
H  -2.03  0.54  2.96  -0.0001
H  -1.32  0.80  -4.31  -0.0001
H  -0.15  -3.75  2.92  -0.0003

Computed properties:
<S²>: 0.951
LUMO energy (spin up / spin down) in Ha: -0.3922 / -0.4288
Relative energy (zero: lowest compared OMol25 entry of this formula, charge and spin) in kcal/mol: 64.56
Net charge: +3
Spin multiplicity: 2

---

no.,maximum force (eV Å⁻¹)
1,1.430
2,6.321
3,1.729
4,6.116